{"formula": "C4H14N3O", "method": "ωB97M-V/def2-TZVPD", "energy_ev": -10886.2362, "charge": 1, "homo_lumo_gap_ha": 0.298, "e_homo_ev": -11.2, "species": ["C", "C", "C", "C", "N", "N", "N", "H", "H", "H", "H", "H", "H", "H", "H", "H", "H", "H", "H", "H", "H", "O"], "xyz": [[-2.208063, -0.207944, 0.350175], [-1.397992, 1.104749, 0.372918], [0.103430, 0.916941, 0.361230], [0.712865, 0.796038, -0.817999], [2.056127, 0.514088, -1.031634], [0.773362, 1.109238, 1.572538], [-1.469484, -1.400785, -0.211527], [-3.070417, -0.022362, -0.284336], [-2.595647, -0.535124, 1.293055], [-1.697987, 1.748927, -0.444457], [-1.738962, 1.591790, 1.262995], [0.145868, 0.782560, -1.739038], [2.490023, 0.724822, -1.909006], [2.624949, 0.311011, -0.232596], [1.704184, 1.477539, 1.627279], [0.464154, 0.601450, 2.386866], [-1.467407, -2.121273, 0.500020], [-1.887127, -1.782178, -1.054844], [-0.427882, -1.253298, -0.335961], [1.770065, -2.247294, 0.224920], [1.643687, -1.470141, -1.098763], [1.138734, -2.000650, -0.464625]], "forces_ev_per_angstrom": [[-0.31, 0.24, -1.19], [0.26, -0.91, 0.07], [-0.19, 1.12, 0.16], [0.34, -0.28, -0.57], [-0.23, -0.27, 0.15], [-0.27, -0.51, 0.32], [0.35, 0.24, 0.56], [-0.14, -0.31, -0.02], [0.03, 0.11, 0.69], [-0.03, -0.11, -0.31], [0.16, 0.56, 0.59], [-0.26, 0.30, 0.03], [0.16, 0.26, 0.08], [0.37, 0.33, -0.02], [0.11, -0.07, -0.22], [0.09, 0.18, -0.05], [-0.24, -0.47, -0.05], [0.09, 0.00, -0.09], [-0.34, 0.18, -0.23], [-0.15, -0.04, -0.17], [0.12, 0.20, 0.11], [0.06, -0.75, 0.20]]}

=====

{"formula": "C4H14N4", "method": "ωB97M-V/def2-TZVPD", "energy_ev": -10335.2551, "charge": 0, "smiles": "CNC(N)(N)N(C)C", "homo_lumo_gap_ha": 0.345, "e_homo_ev": -8.4, "species": ["C", "C", "C", "C", "N", "N", "N", "N", "H", "H", "H", "H", "H", "H", "H", "H", "H", "H", "H", "H", "H", "H"], "xyz": [[0.545445, -0.329001, 0.148668], [-0.634907, 1.785397, 0.018614], [-0.406372, 0.474295, -1.980693], [-1.162644, -1.240471, 1.636131], [-0.470163, 0.457841, -0.537394], [0.087212, -0.511455, 1.508525], [0.696891, -1.602584, -0.537851], [1.864183, 0.305463, 0.259346], [0.823991, -0.973945, 2.032543], [1.208464, -2.233786, 0.069505], [1.255342, -1.482017, -1.374584], [1.838575, 1.040862, 0.955302], [2.130844, 0.716694, -0.628945], [-0.631550, 1.709969, 1.103246], [-1.597286, 2.178883, -0.308496], [0.150818, 2.489390, -0.299791], [-0.493957, -0.542638, -2.354109], [0.515474, 0.932990, -2.377937], [-1.253947, 1.052033, -2.347408], [-1.453455, -1.231246, 2.685496], [-1.912394, -0.720711, 1.045484], [-1.100564, -2.275963, 1.284349]], "forces_ev_per_angstrom": [[0.20, -0.01, 0.08], [-0.01, -0.04, -0.06], [0.03, -0.14, 0.17], [-0.04, -0.05, 0.05], [-0.09, 0.02, -0.01], [0.38, -0.16, 0.13], [-0.30, -0.17, -0.23], [0.05, 0.05, 0.16], [-0.02, 0.14, -0.05], [0.06, 0.14, -0.06], [0.03, -0.09, -0.01], [-0.05, 0.12, -0.06], [0.06, -0.02, 0.04], [-0.02, 0.13, 0.00], [-0.01, 0.09, 0.01], [-0.01, 0.01, 0.03], [-0.01, 0.02, -0.13], [0.00, 0.06, -0.05], [0.04, 0.00, -0.10], [-0.09, -0.04, 0.00], [-0.12, -0.08, 0.06], [-0.08, 0.03, 0.00]]}

=====

Which formula does entry 1 have? C4H14N3O